Record 1
{
  "formula": "C24H28FN3O4S",
  "method": "ωB97M-V with the def2-TZVPD basis set",
  "elements": ["C", "N", "C", "O", "C", "C", "C", "C", "C", "C", "C", "H", "H", "S", "O", "O", "N", "C", "H", "C", "C", "O", "N", "H", "C", "C", "C", "C", "C", "C", "C", "H", "H", "F", "H", "H", "H", "H", "C", "C", "C", "H", "H", "H", "H", "H", "H", "H", "H", "H", "C", "H", "H", "H", "C", "H", "H", "H", "H", "H", "H"],
  "coordinates": [[-6.11, -3.28, 0.96], [-5.82, -1.96, 0.47], [-6.79, -1.00, 0.27], [-7.97, -1.16, 0.49], [-6.10, 0.26, -0.26], [-4.66, -0.16, -0.30], [-3.53, 0.52, -0.69], [-2.32, -0.14, -0.63], [-2.22, -1.45, -0.20], [-3.35, -2.15, 0.20], [-4.57, -1.49, 0.14], [-3.29, -3.17, 0.53], [-1.25, -1.92, -0.19], [-0.84, 0.76, -1.06], [-1.17, 1.74, -2.05], [0.21, -0.19, -1.35], [-0.53, 1.52, 0.41], [0.57, 0.96, 1.15], [0.49, -0.13, 1.08], [1.92, 1.44, 0.59], [3.04, 0.79, 1.39], [3.55, 1.29, 2.37], [3.36, -0.44, 0.93], [2.94, -0.77, 0.08], [4.42, -1.23, 1.52], [5.67, -1.20, 0.67], [6.36, -0.01, 0.52], [7.49, 0.06, -0.27], [7.92, -1.09, -0.91], [7.25, -2.29, -0.78], [6.12, -2.34, 0.01], [5.59, -3.27, 0.12], [7.62, -3.16, -1.29], [9.03, -1.03, -1.68], [8.04, 0.98, -0.39], [6.01, 0.87, 1.04], [4.62, -0.79, 2.50], [4.07, -2.26, 1.65], [1.96, 2.97, 0.67], [0.78, 3.55, -0.11], [-0.54, 2.97, 0.40], [-1.36, 3.29, -0.24], [-0.73, 3.30, 1.43], [0.76, 4.64, -0.02], [0.88, 3.29, -1.16], [2.90, 3.34, 0.26], [1.91, 3.27, 1.72], [1.98, 1.13, -0.45], [0.47, 1.25, 2.20], [-3.56, 1.54, -1.04], [-6.35, 1.43, 0.71], [-5.90, 2.34, 0.32], [-7.42, 1.58, 0.83], [-5.91, 1.21, 1.68], [-6.65, 0.59, -1.65], [-6.45, -0.22, -2.34], [-6.19, 1.50, -2.03], [-7.73, 0.74, -1.59], [-7.19, -3.34, 1.12], [-5.81, -4.03, 0.23], [-5.59, -3.46, 1.90]],
  "nbo_charge": [-0.420, -0.424, 0.709, -0.594, -0.192, 0.050, -0.189, -0.358, -0.162, -0.259, 0.173, 0.225, 0.237, 2.323, -0.937, -0.954, -0.679, -0.212, 0.222, -0.339, 0.693, -0.637, -0.612, 0.404, -0.246, -0.058, -0.176, -0.278, 0.399, -0.281, -0.192, 0.212, 0.230, -0.325, 0.231, 0.229, 0.245, 0.200, -0.394, -0.418, -0.221, 0.228, 0.199, 0.216, 0.212, 0.219, 0.215, 0.230, 0.213, 0.238, -0.584, 0.212, 0.230, 0.215, -0.584, 0.216, 0.214, 0.229, 0.249, 0.204, 0.204],
  "e_lumo_ev": 0.47,
  "energy_ev": -51557.212,
  "homo_lumo_gap_ha": 0.336,
  "smiles": "CN1C(=O)C(C)(C)c2cc(S(=O)(=O)N3CCC[C@@H](C(=O)NCc4ccc(F)cc4)C3)ccc21"
}

---

Record 2
{
  "formula": "C24H28INO2PtS4",
  "method": "ωB97M-V with the def2-TZVPD basis set",
  "elements": ["Pt", "C", "N", "C", "C", "C", "C", "C", "C", "C", "C", "H", "H", "H", "H", "H", "H", "H", "H", "H", "H", "H", "H", "H", "C", "S", "C", "O", "H", "H", "H", "H", "H", "H", "I", "O", "C", "C", "C", "C", "C", "S", "C", "C", "C", "C", "S", "C", "C", "C", "C", "S", "H", "H", "H", "H", "H", "H", "H", "H", "H"],
  "coordinates": [[0.28, -0.41, -0.28], [0.02, -3.88, 0.82], [0.15, -4.60, -0.47], [-1.09, -5.35, -0.79], [0.50, -3.67, -1.62], [1.77, -2.92, -1.41], [2.95, -3.58, -1.79], [4.19, -2.98, -1.66], [4.24, -1.69, -1.17], [3.08, -1.03, -0.81], [1.80, -1.61, -0.90], [-0.27, -4.60, 1.59], [-0.74, -3.11, 0.70], [0.98, -3.42, 1.07], [0.92, -5.26, -0.38], [-1.90, -4.62, -0.90], [-1.32, -6.04, 0.01], [-0.96, -5.88, -1.73], [-0.36, -3.01, -1.75], [0.57, -4.33, -2.49], [2.88, -4.58, -2.21], [5.08, -3.51, -1.96], [5.19, -1.18, -1.07], [3.16, -0.01, -0.44], [1.65, 0.92, 2.47], [0.97, -0.60, 1.84], [-0.51, -0.72, 2.82], [1.88, -1.70, 2.25], [1.80, 0.81, 3.54], [0.97, 1.73, 2.23], [2.61, 1.06, 1.96], [-1.18, 0.07, 2.50], [-0.24, -0.66, 3.87], [-0.94, -1.70, 2.60], [-1.07, -0.52, -2.58], [-1.13, 0.96, 0.53], [-1.22, 2.30, 0.15], [-0.30, 2.68, -0.99], [-0.63, 3.03, -2.27], [0.50, 3.20, -3.11], [1.68, 2.99, -2.46], [1.41, 2.59, -0.82], [-2.67, 2.58, -0.25], [-3.61, 1.66, -0.59], [-4.86, 2.25, -0.93], [-4.84, 3.61, -0.84], [-3.31, 4.18, -0.33], [-0.93, 3.18, 1.37], [-0.25, 4.36, 1.47], [-0.28, 4.91, 2.78], [-0.99, 4.15, 3.65], [-1.63, 2.75, 2.88], [-1.65, 3.11, -2.60], [0.44, 3.46, -4.16], [2.68, 3.04, -2.85], [-3.40, 0.61, -0.59], [-5.74, 1.69, -1.23], [-5.65, 4.30, -1.04], [0.25, 4.82, 0.63], [0.21, 5.84, 3.06], [-1.16, 4.32, 4.70]],
  "nbo_charge": [0.485, -0.444, -0.336, -0.412, -0.272, -0.075, -0.227, -0.241, -0.210, -0.193, -0.236, 0.211, 0.238, 0.282, 0.420, 0.237, 0.219, 0.225, 0.269, 0.210, 0.190, 0.213, 0.211, 0.197, -0.841, 1.452, -0.843, -0.990, 0.237, 0.277, 0.250, 0.299, 0.233, 0.228, -0.492, -0.900, 0.138, -0.206, -0.236, -0.249, -0.419, 0.420, -0.195, -0.248, -0.258, -0.429, 0.433, -0.195, -0.274, -0.260, -0.426, 0.443, 0.240, 0.223, 0.235, 0.248, 0.217, 0.231, 0.238, 0.222, 0.234],
  "e_lumo_ev": -0.19,
  "energy_ev": -85615.187,
  "homo_lumo_gap_ha": 0.272
}

---

Record 3
{
  "formula": "C24H28N2O5",
  "method": "ωB97M-V with the def2-TZVPD basis set",
  "elements": ["C", "C", "C", "H", "O", "C", "C", "C", "C", "C", "C", "H", "H", "H", "C", "N", "C", "O", "C", "C", "C", "O", "C", "C", "C", "C", "O", "H", "H", "H", "O", "H", "C", "H", "H", "C", "N", "C", "H", "C", "H", "H", "H", "H", "C", "C", "H", "H", "H", "H", "H", "H", "H", "H", "H", "H", "H", "H", "H"],
  "coordinates": [[-3.01, 3.65, -1.49], [-3.29, 3.51, -0.21], [-2.30, 3.62, 0.91], [-2.41, 2.76, 1.59], [-0.95, 3.76, 0.51], [-0.30, 2.69, -0.03], [-0.87, 1.45, -0.27], [-0.11, 0.42, -0.80], [1.23, 0.63, -1.10], [1.80, 1.87, -0.87], [1.04, 2.90, -0.34], [1.47, 3.87, -0.15], [2.83, 2.04, -1.11], [1.82, -0.17, -1.52], [-0.73, -0.95, -1.00], [-0.28, -1.88, 0.01], [0.36, -2.94, -0.52], [0.87, -3.90, 0.03], [0.32, -2.76, -2.00], [-0.30, -1.60, -2.30], [-0.67, -0.98, -3.57], [-1.62, -0.22, -3.66], [0.16, -1.30, -4.72], [-0.08, -1.08, -6.06], [1.05, -1.56, -6.75], [1.91, -2.01, -5.79], [1.39, -1.86, -4.57], [2.89, -2.44, -5.85], [1.21, -1.56, -7.81], [-0.97, -0.65, -6.47], [0.83, -3.73, -2.76], [1.15, -4.41, -2.15], [-0.40, -1.62, 1.42], [-0.72, -2.54, 1.92], [-1.16, -0.86, 1.56], [0.93, -1.15, 2.04], [0.67, -0.56, 3.34], [1.62, -0.96, 4.37], [2.66, -0.90, 4.00], [1.32, -2.37, 4.87], [0.30, -2.42, 5.24], [1.43, -3.10, 4.08], [2.01, -2.63, 5.68], [1.53, -0.26, 5.20], [0.43, 0.87, 3.29], [-0.59, 1.31, 4.33], [-1.51, 0.75, 4.20], [-0.80, 2.37, 4.23], [-0.22, 1.13, 5.34], [0.04, 1.11, 2.30], [1.37, 1.44, 3.42], [1.59, -2.01, 2.14], [1.41, -0.44, 1.36], [-1.82, -0.85, -0.97], [-1.92, 1.27, -0.06], [-2.51, 4.53, 1.49], [-4.30, 3.32, 0.13], [-3.77, 3.56, -2.25], [-2.01, 3.84, -1.84]],
  "nbo_charge": [-0.377, -0.226, -0.107, 0.181, -0.508, 0.391, -0.328, -0.006, -0.261, -0.173, -0.277, 0.223, 0.216, 0.222, -0.053, -0.398, 0.608, -0.637, 0.305, -0.216, 0.565, -0.552, 0.128, -0.226, -0.322, 0.129, -0.375, 0.206, 0.232, 0.242, -0.631, 0.508, -0.218, 0.223, 0.208, -0.229, -0.470, -0.206, 0.165, -0.610, 0.210, 0.205, 0.207, 0.193, -0.216, -0.609, 0.206, 0.205, 0.202, 0.200, 0.171, 0.212, 0.188, 0.227, 0.227, 0.211, 0.205, 0.207, 0.202],
  "e_lumo_ev": -0.16,
  "energy_ev": -38558.764,
  "homo_lumo_gap_ha": 0.300,
  "smiles": "C=CCOc1cccc([C@H]2C(C(=O)c3ccco3)=C(O)C(=O)N2CCN(CC)CC)c1"
}

---

Record 4
{
  "formula": "C24H28N4O2",
  "method": "ωB97M-V with the def2-TZVPD basis set",
  "elements": ["C", "H", "O", "C", "C", "C", "C", "C", "C", "H", "C", "C", "C", "C", "C", "C", "H", "H", "N", "C", "O", "C", "C", "N", "C", "C", "C", "H", "H", "H", "H", "H", "H", "C", "C", "N", "C", "C", "N", "C", "H", "H", "H", "H", "H", "H", "H", "H", "H", "H", "H", "H", "H", "H", "H", "H", "H", "H"],
  "coordinates": [[-7.30, -2.89, -1.34], [-6.48, -3.40, -0.82], [-7.98, -2.00, -0.50], [-7.29, -0.96, 0.05], [-8.03, -0.11, 0.88], [-7.41, 0.97, 1.48], [-6.07, 1.22, 1.27], [-5.33, 0.40, 0.43], [-5.95, -0.69, -0.18], [-5.35, -1.34, -0.80], [-3.90, 0.66, 0.19], [-3.06, 1.04, 1.23], [-1.72, 1.29, 1.01], [-1.19, 1.18, -0.27], [-2.03, 0.80, -1.32], [-3.36, 0.54, -1.09], [-4.00, 0.27, -1.92], [-1.62, 0.71, -2.32], [0.16, 1.42, -0.56], [1.18, 1.76, 0.28], [1.06, 1.92, 1.47], [2.52, 1.86, -0.44], [3.17, 0.47, -0.41], [4.44, 0.51, -1.11], [5.37, 1.42, -0.44], [4.80, 2.83, -0.45], [3.44, 2.87, 0.23], [3.54, 2.60, 1.29], [3.01, 3.87, 0.18], [5.50, 3.51, 0.05], [4.69, 3.16, -1.49], [6.32, 1.39, -0.98], [5.56, 1.10, 0.60], [5.01, -0.81, -1.32], [5.32, -1.56, -0.06], [6.39, -1.34, 0.67], [6.30, -2.17, 1.74], [5.16, -2.90, 1.66], [4.53, -2.52, 0.51], [3.28, -3.05, 0.05], [3.15, -4.06, 0.44], [2.44, -2.43, 0.39], [3.26, -3.09, -1.04], [4.74, -3.65, 2.30], [7.06, -2.18, 2.49], [5.94, -0.68, -1.87], [4.31, -1.38, -1.94], [2.53, -0.25, -0.91], [3.28, 0.17, 0.65], [2.37, 2.15, -1.49], [0.39, 1.31, -1.54], [-1.08, 1.58, 1.83], [-3.46, 1.12, 2.23], [-5.60, 2.08, 1.73], [-7.99, 1.62, 2.13], [-9.07, -0.33, 1.04], [-8.04, -3.63, -1.65], [-6.91, -2.39, -2.23]],
  "nbo_charge": [-0.253, 0.176, -0.511, 0.391, -0.277, -0.185, -0.241, -0.015, -0.327, 0.217, -0.069, -0.180, -0.256, 0.230, -0.269, -0.178, 0.214, 0.203, -0.625, 0.691, -0.606, -0.303, -0.218, -0.435, -0.226, -0.402, -0.396, 0.222, 0.214, 0.213, 0.198, 0.207, 0.185, -0.251, 0.315, -0.467, -0.089, -0.110, -0.341, -0.402, 0.217, 0.207, 0.211, 0.213, 0.208, 0.230, 0.197, 0.192, 0.181, 0.205, 0.396, 0.256, 0.218, 0.215, 0.214, 0.220, 0.200, 0.174],
  "e_lumo_ev": 0.45,
  "energy_ev": -35398.601,
  "homo_lumo_gap_ha": 0.313,
  "smiles": "COc1cccc(-c2ccc(NC(=O)[C@H]3CCCN(Cc4nccn4C)C3)cc2)c1"
}

---

Record 5
{
  "formula": "C24H28N5O2SV",
  "method": "ωB97M-V with the def2-TZVPD basis set",
  "elements": ["V", "N", "C", "S", "N", "N", "C", "C", "C", "C", "C", "C", "C", "C", "C", "C", "C", "C", "N", "H", "H", "H", "H", "H", "H", "H", "H", "H", "H", "H", "O", "C", "C", "C", "C", "C", "C", "C", "C", "N", "H", "H", "H", "H", "H", "H", "H", "H", "H", "H", "H", "C", "C", "C", "O", "H", "H", "H", "H", "H", "H"],
  "coordinates": [[0.73, 0.67, 0.24], [1.67, -0.06, 4.33], [1.27, -0.17, 3.07], [2.34, 0.35, 1.77], [0.08, -0.62, 2.76], [-0.03, -0.78, 1.38], [-0.55, -1.88, 0.89], [-1.09, -2.98, 1.65], [-1.93, -2.74, 2.75], [-2.46, -3.81, 3.45], [-2.11, -5.11, 3.10], [-1.24, -5.35, 2.04], [-0.75, -4.30, 1.30], [-0.50, -1.88, -0.59], [-1.11, -2.81, -1.41], [-0.97, -2.68, -2.79], [-0.25, -1.62, -3.31], [0.29, -0.69, -2.43], [0.16, -0.81, -1.10], [2.55, 0.36, 4.56], [1.11, -0.46, 5.07], [-2.20, -1.73, 3.03], [-3.14, -3.63, 4.27], [-2.51, -5.94, 3.66], [-0.95, -6.36, 1.80], [-0.05, -4.49, 0.50], [-1.69, -3.61, -0.98], [-1.43, -3.41, -3.45], [-0.12, -1.49, -4.37], [0.82, 0.17, -2.79], [-0.28, 1.80, 1.51], [-1.35, 2.83, 1.43], [-2.61, 2.21, 0.86], [-2.32, 1.39, -0.40], [-1.42, 2.15, -1.34], [-1.98, 2.96, -2.32], [-1.17, 3.78, -3.09], [0.20, 3.79, -2.83], [0.69, 2.95, -1.86], [-0.08, 2.12, -1.13], [-0.38, 1.28, 2.34], [-0.93, 3.61, 0.80], [-1.47, 3.22, 2.44], [-3.30, 3.03, 0.63], [-3.10, 1.58, 1.60], [-3.25, 1.14, -0.90], [-1.87, 0.43, -0.13], [-3.05, 2.94, -2.46], [-1.60, 4.42, -3.85], [0.87, 4.43, -3.38], [1.75, 2.95, -1.64], [4.18, 0.30, -2.28], [3.52, 1.14, -1.25], [4.21, 2.36, -0.76], [2.41, 0.81, -0.80], [5.24, 0.16, -2.03], [4.17, 0.84, -3.23], [3.68, -0.66, -2.39], [4.54, 2.97, -1.60], [5.13, 2.05, -0.26], [3.60, 2.94, -0.07]],
  "lowdin_spin": [1.176, 0.003, -0.008, -0.112, -0.024, -0.028, -0.006, -0.004, -0.002, -0.001, -0.006, 0.000, -0.003, 0.002, -0.004, 0.001, -0.002, -0.001, -0.009, 0.000, 0.000, 0.000, 0.000, 0.000, 0.000, 0.000, 0.000, 0.000, 0.000, 0.000, -0.008, 0.002, 0.000, 0.004, 0.003, -0.001, 0.005, -0.001, 0.003, -0.009, 0.002, 0.000, -0.001, 0.000, 0.000, 0.000, 0.002, 0.000, 0.000, 0.000, 0.000, 0.001, 0.008, 0.002, 0.014, 0.001, 0.000, 0.000, 0.001, 0.000, 0.000],
  "e_lumo_ev": [-11.60, -10.86],
  "energy_ev": -73386.914,
  "multiplicity": 2,
  "homo_lumo_gap_ha": [0.204, 0.233],
  "total_charge": 3
}

---

Record 6
{
  "formula": "C24H28N6O2S",
  "method": "ωB97M-V with the def2-TZVPD basis set",
  "elements": ["C", "H", "H", "H", "C", "N", "C", "N", "N", "C", "C", "N", "C", "O", "C", "C", "C", "C", "C", "C", "H", "H", "H", "H", "H", "H", "H", "H", "S", "C", "H", "H", "C", "O", "N", "C", "H", "C", "N", "C", "C", "C", "C", "C", "C", "H", "H", "H", "H", "H", "C", "H", "C", "H", "H", "H", "H", "H", "H", "H", "H"],
  "coordinates": [[3.10, 4.48, 0.83], [3.68, 4.64, -0.07], [3.70, 4.79, 1.69], [2.21, 5.10, 0.79], [2.72, 3.01, 0.98], [1.93, 2.56, -0.14], [0.59, 2.70, -0.30], [0.21, 2.23, -1.46], [1.30, 1.78, -2.09], [2.33, 1.98, -1.31], [3.73, 1.59, -1.65], [4.02, 0.23, -1.25], [4.64, -0.06, -0.08], [5.00, 0.82, 0.69], [4.85, -1.50, 0.20], [4.91, -1.91, 1.53], [5.12, -3.24, 1.85], [5.29, -4.17, 0.84], [5.25, -3.77, -0.49], [5.03, -2.44, -0.81], [5.03, -2.14, -1.85], [5.39, -4.49, -1.28], [5.45, -5.21, 1.08], [5.16, -3.55, 2.88], [4.79, -1.17, 2.30], [3.59, -0.50, -1.78], [3.86, 1.68, -2.73], [4.44, 2.24, -1.13], [-0.44, 3.41, 0.91], [-1.97, 3.64, -0.08], [-2.17, 4.71, -0.08], [-1.75, 3.29, -1.09], [-3.16, 2.96, 0.56], [-4.01, 3.62, 1.12], [-3.22, 1.61, 0.51], [-2.38, 0.71, -0.25], [-1.55, 1.23, -0.72], [-3.24, 0.03, -1.33], [-4.37, -0.66, -0.77], [-4.28, -1.99, -0.37], [-3.07, -2.69, -0.37], [-3.03, -4.03, -0.03], [-4.18, -4.71, 0.32], [-5.38, -4.03, 0.32], [-5.43, -2.70, -0.03], [-6.39, -2.20, -0.05], [-6.29, -4.55, 0.58], [-4.14, -5.76, 0.59], [-2.07, -4.55, -0.04], [-2.14, -2.20, -0.63], [-5.19, 0.26, -0.01], [-6.04, -0.26, 0.44], [-4.37, 0.93, 1.09], [-4.96, 1.68, 1.62], [-4.01, 0.17, 1.80], [-5.58, 1.03, -0.69], [-2.63, -0.65, -1.93], [-3.63, 0.81, -2.00], [-1.98, -0.05, 0.44], [2.11, 2.87, 1.88], [3.61, 2.38, 1.05]],
  "nbo_charge": [-0.613, 0.207, 0.221, 0.217, -0.241, -0.358, 0.180, -0.357, -0.280, 0.303, -0.272, -0.601, 0.657, -0.642, -0.077, -0.188, -0.208, -0.191, -0.210, -0.217, 0.212, 0.218, 0.217, 0.218, 0.234, 0.407, 0.236, 0.241, 0.268, -0.614, 0.256, 0.276, 0.665, -0.630, -0.433, -0.253, 0.252, -0.223, -0.457, 0.264, -0.314, -0.173, -0.261, -0.185, -0.286, 0.209, 0.211, 0.211, 0.209, 0.209, -0.215, 0.214, -0.244, 0.251, 0.194, 0.200, 0.217, 0.200, 0.194, 0.213, 0.262],
  "e_lumo_ev": 0.46,
  "energy_ev": -49214.288,
  "homo_lumo_gap_ha": 0.296,
  "smiles": "CCn1c(CNC(=O)c2ccccc2)nnc1SCC(=O)N1CCN(c2ccccc2)CC1"
}